No. 1
# C3H7N5

One molecule with the formula C3H7N5 in a non-equilibrium geometry (ωB97M-V with the def2-TZVPD basis set, OMol25).

The geometry in ORCA input format:
```
! wB97M-V def2-TZVPD RIJCOSX def2/J DEFGRID3
* xyz 0 1
N -0.08831 -1.94769 0.33925
N -2.66649 0.76386 -0.13582
N 1.95562 -0.64340 -0.54158
N -1.45339 0.04867 -0.20178
N 1.39365 0.47778 -0.13758
C -1.12395 -1.21807 0.38278
C 2.18802 1.45415 0.39254
C 1.18273 -1.73577 -0.18439
H 1.82449 2.54671 0.57001
H 1.58074 -2.59658 -0.53973
H 3.30339 1.37265 0.44470
H -2.28071 1.83058 0.02098
H -0.55816 0.37555 -0.49831
H -3.31009 0.69888 -0.94589
H -1.94753 -1.42733 1.03482
*
```

As for the SMILES: C=N/N=C\N=C/NN. The total energy comes out at -10670.041 eV. Its HOMO-LUMO gap is 8.457 eV. For the lowest unoccupied orbital energy, the calculation gives -0.02 eV. The calculation puts the energy relative to the best compared isomer or geometry (same formula, charge and spin) at 478.5 kJ/mol.

Here are the natural (NBO) charges for atoms 1 to 8, given in e: number 1, N, carries -0.57; number 2, N, carries -0.66; number 3, N, carries -0.33; number 4, N, carries -0.48; number 5, N, carries -0.32; number 6, C, carries 0.35; number 7, C, carries -0.12; number 8, C, carries 0.27

***

No. 2
# C36H89F6N7O11Sr

C36H89F6N7O11Sr as an isolated structure in a non-equilibrium geometry (ωB97M-V with the def2-TZVPD basis set, OMol25).

The geometry in ORCA input format:
```
! wB97M-V def2-TZVPD RIJCOSX def2/J DEFGRID3
* xyz 0 1
Sr -0.84304 -0.21876 1.08576
F -1.84224 5.47996 -1.04692
F -0.55654 -0.02257 6.22774
F -2.66480 0.08869 5.91606
F 0.30600 4.83951 -1.05471
F -0.85041 4.97981 0.87560
F -1.79133 -1.38002 7.10289
O 4.08942 -2.68708 -1.36182
O 2.49456 3.23647 -5.73878
O -0.88343 -1.13127 3.52296
O -2.25620 1.58622 2.36608
O -3.68111 -2.63540 -0.65247
O -2.89928 -1.97151 4.08355
O -1.43146 2.93484 -2.06051
O 4.15284 0.81182 1.24313
O -0.60161 1.97776 -0.15172
O 5.16354 4.50646 -1.63847
O -2.40027 -5.30963 1.35140
N -1.58529 -0.45536 -1.42467
N 0.91404 1.20923 -3.05599
N -1.08674 -2.93928 1.32857
N -3.39483 -0.95466 1.34697
N 2.45600 2.23351 -0.56411
N 1.26466 -0.51356 -0.63129
N 1.60114 -0.10743 2.37879
C -0.90405 4.64801 -0.45355
C 3.28303 -1.58499 -1.68818
C -1.67079 -0.74375 5.98651
C 1.85088 -1.74079 -1.11917
C -3.09096 -2.38192 -1.96876
C -2.69296 3.08777 -2.68034
C 4.61230 3.22336 -1.30425
C 1.88692 1.45741 4.23885
C -3.77314 -2.58903 4.98655
C 5.43530 0.27963 0.99946
C -1.32129 3.14054 -0.68067
C 1.82459 2.95887 -4.51374
C -2.73139 -0.85083 -2.18749
C -4.40694 -3.89133 -0.53300
C 6.55131 4.45037 -1.83291
C 0.95143 -2.43854 -2.09639
C -0.30864 -4.18591 1.46943
C -1.21943 -5.30046 2.14747
C 2.26332 1.15266 2.76512
C -1.89248 2.73477 3.14814
C -2.56350 3.09235 -4.19445
C -1.59162 -1.56395 4.67277
C 1.02868 -3.98133 2.20031
C -5.66720 0.03251 1.18665
C 0.64540 0.74670 -5.33016
C 3.03719 4.22129 0.49265
C -4.91822 -3.14501 4.07542
C -2.37033 -0.64143 -3.68228
C 5.37468 -2.68051 -1.97466
C 3.83304 0.99453 2.63383
C -3.72444 1.31692 2.29894
C 3.90048 2.83190 -5.75828
C -3.28091 -6.28775 1.76025
C 1.58102 1.42686 -4.31509
C -4.11299 0.30909 1.21932
C 3.15170 3.46644 -0.84156
H -2.04051 0.37367 -3.90338
H -3.60667 -0.28590 -1.86683
H 5.83217 -3.66209 -2.09839
H 5.19896 -2.43135 -3.02115
H 6.23000 0.66068 1.64083
H 0.79026 3.29912 -4.56365
H -0.07434 -4.50997 0.45544
H -0.76413 -6.28559 2.04583
H 0.93231 -3.82127 3.27418
H 4.39408 1.86877 2.96404
H -3.45869 2.76766 -4.72483
H 6.02399 -1.97594 -1.45497
H 1.50695 1.64767 -2.36582
H 3.48474 3.73594 1.35997
H 2.52116 3.99272 -1.55818
H -0.83505 -0.94554 -1.89047
H -5.64702 -3.74456 4.62086
H 6.81838 3.76573 -2.63792
H 2.15587 0.64779 4.91728
H 1.41007 -3.40231 -2.31753
H -3.76203 -5.91728 2.66544
H -6.27906 0.86583 0.84123
H 2.33980 -0.79623 2.38438
H 2.22422 3.41091 -3.60596
H -3.24728 -0.86782 -4.28876
H 1.99178 4.44170 0.70862
H -4.77458 -3.97973 0.48931
H -1.08990 -2.68452 2.30590
H -3.36510 -3.40585 5.58189
H 1.20635 0.18815 -1.35538
H 4.63572 2.51036 -2.12837
H 2.93511 1.69132 0.14057
H -5.50271 -2.32830 3.65181
H -4.43712 -3.77864 3.33033
H -2.30159 4.12117 -4.44148
H -1.13090 -2.51700 4.93262
H 2.02932 -0.22354 -0.03860
H 0.06012 1.70864 -2.85224
H -2.24257 -3.04248 -2.14765
H 4.40522 3.27586 -4.90023
H 4.09204 0.17575 3.30511
H 0.87615 -1.92419 -3.05445
H -3.88775 1.03843 3.34004
H 0.47033 -0.31331 -5.14622
H 5.73910 0.36263 -0.04405
H -4.06579 -6.53827 1.04660
H -1.73971 2.46129 -4.52797
H -4.28044 -1.98727 5.74062
H 5.14950 2.76173 -0.47576
H 3.18467 -1.41388 -2.76016
H -3.69363 -4.69551 -0.71353
H 4.06538 1.75451 -5.74683
H -5.90628 -0.79548 0.51929
H -4.18049 2.27962 2.06803
H -3.86518 -1.49532 0.63524
H 2.00209 2.00911 2.14354
H 0.81507 1.49886 4.43256
H -0.37257 1.13626 -5.32209
H -2.24786 2.71886 4.17845
H 0.90430 -0.37722 3.05829
H 3.69952 -0.64607 -1.32338
H 1.52745 -3.07817 1.84870
H 7.03780 4.08113 -0.93009
H 1.76617 -4.75006 1.96953
H -1.65657 -1.33559 -4.12590
H 2.54094 0.91165 -4.34987
H -2.21922 3.68333 2.72201
H -1.30935 0.51264 -1.50788
H -2.34313 3.03984 -0.31487
H 6.89015 5.46194 -2.05651
H 2.26931 2.37089 4.69430
H -3.82157 -2.69861 -2.71307
H -6.08787 -0.31958 2.12854
H -1.44661 -5.19446 3.20825
H 4.34945 3.25930 -6.65486
H -2.03020 -3.21114 1.09178
H -0.04364 -2.55990 -1.66837
H 1.06548 0.85764 -6.32982
H 3.53200 5.18614 0.38163
H -3.64038 -1.41170 2.21353
H 5.43274 -0.79386 1.18841
H -5.23909 -3.99617 -1.22916
H 1.93319 -2.41528 -0.26689
H -3.29770 3.93041 -2.34516
H -3.28799 2.21670 -2.40598
H -2.76832 -7.16468 2.15567
H -3.80276 0.73502 0.26516
H -0.81153 2.84470 3.23507
H 1.49194 2.33807 -0.28167
*
```

The total energy comes out at -88867.662 eV. Its HOMO-LUMO gap is 8.507 eV. For the lowest unoccupied orbital energy, the calculation gives 0.49 eV. The calculation puts the energy relative to the best compared isomer or geometry (same formula, charge and spin) at 0.0 kJ/mol.

Here are the Löwdin charges for atoms 1 to 8, given in e: number 1, Sr, carries 1.42; number 2, F, carries 0.10; number 3, F, carries 0.13; number 4, F, carries 0.18; number 5, F, carries 0.12; number 6, F, carries 0.11; number 7, F, carries 0.19; number 8, O, carries -0.18

***

No. 3
# C5H7NO

One molecule with the formula C5H7NO in a non-equilibrium geometry (ωB97M-V with the def2-TZVPD basis set, OMol25).

The geometry in ORCA input format:
```
! wB97M-V def2-TZVPD RIJCOSX def2/J DEFGRID3
* xyz 0 1
O 0.51584 1.20129 0.16278
N -2.47059 -0.71102 -0.02714
C 0.00394 -1.09240 -0.11314
C 0.96197 -0.10749 0.04340
C 2.46278 -0.18702 0.06032
C -1.16604 -0.32261 0.02941
C -0.84852 1.11764 -0.06961
H -1.06804 0.88660 -1.16470
H 2.89989 0.50660 -0.66962
H 2.87802 0.07791 1.04168
H -3.07259 -0.32324 0.68856
H -2.54736 -1.71294 -0.10872
H -1.39017 1.99245 0.30020
H 2.78340 -1.19829 -0.19241
*
```

As for the SMILES: CC1=C=C(N)CO1. The total energy comes out at -8832.735 eV. Its HOMO-LUMO gap is 8.270 eV. For the lowest unoccupied orbital energy, the calculation gives 0.50 eV. The calculation puts the energy relative to the best compared isomer or geometry (same formula, charge and spin) at 334.6 kJ/mol.

Here are the natural (NBO) charges for atoms 1 to 8, given in e: number 1, O, carries -0.47; number 2, N, carries -0.78; number 3, C, carries -0.50; number 4, C, carries 0.37; number 5, C, carries -0.68; number 6, C, carries 0.25; number 7, C, carries -0.17; number 8, H, carries 0.25

***

No. 4
# C5H8O2

One molecule with the formula C5H8O2 (ωB97M-V with the def2-TZVPD basis set, OMol25).

The geometry in ORCA input format:
```
! wB97M-V def2-TZVPD RIJCOSX def2/J DEFGRID3
* xyz 0 1
O -0.67598 -2.04142 -0.18880
O 1.23025 -0.58719 -1.28812
C -0.69165 1.43573 -0.00809
C 0.79772 1.24870 0.17483
C -1.33670 0.29431 0.22433
C 0.98604 -0.26987 0.06328
C -0.38475 -0.84121 0.51335
H -0.39097 -1.10709 1.57973
H 1.07940 1.57418 1.18371
H 1.41751 1.77823 -0.55484
H 1.80572 -0.66661 0.67678
H -2.40724 0.11875 0.16646
H -1.27225 -1.81385 -0.90557
H 0.98471 -1.51848 -1.38295
H -1.14180 2.39582 -0.25408
*
```

As for the SMILES: O[C@@H]1C=CC[C@@H]1O. The total energy comes out at -9408.868 eV. Its HOMO-LUMO gap is 10.575 eV. For the lowest unoccupied orbital energy, the calculation gives 0.91 eV. The calculation puts the energy relative to the best compared isomer or geometry (same formula, charge and spin) at 93.1 kJ/mol.

Here are the natural (NBO) charges for atoms 1 to 8, given in e: number 1, O, carries -0.72; number 2, O, carries -0.72; number 3, C, carries -0.14; number 4, C, carries -0.46; number 5, C, carries -0.25; number 6, C, carries 0.09; number 7, C, carries 0.03; number 8, H, carries 0.18

***

No. 5
# C7H2ClF4NO2

One molecule with the formula C7H2ClF4NO2 in a non-equilibrium geometry (ωB97M-V with the def2-TZVPD basis set, OMol25).

The geometry in ORCA input format:
```
! wB97M-V def2-TZVPD RIJCOSX def2/J DEFGRID3
* xyz 0 1
Cl 1.82480 -0.36792 -1.37661
F -1.48404 1.65306 -2.10497
F -0.22030 -0.53903 -2.93503
F -0.47796 3.20499 -0.42118
F 1.66016 0.33910 2.49280
O 0.49465 -1.95743 1.72695
O -0.71322 -0.99271 0.17999
N -0.17477 -2.93815 1.03970
C -0.12991 1.93942 -0.24636
C 0.28062 0.13995 -1.94274
C -0.47047 1.10655 -1.40243
C 0.31184 1.70466 1.03072
C 0.69560 0.38681 1.56206
C 0.22362 -0.79209 1.09394
C -0.84758 -2.36118 0.14156
H -1.46219 -2.96439 -0.55700
H 0.48914 2.43835 1.71859
*
```

As for the SMILES: FC(/C=C(F)\C(F)=C(\F)Cl)=C1/OC=NO1. The total energy comes out at -36263.584 eV. Its HOMO-LUMO gap is 8.301 eV. For the lowest unoccupied orbital energy, the calculation gives 0.10 eV.

Here are the natural (NBO) charges for atoms 1 to 8, given in e: number 1, Cl, carries 0.05; number 2, F, carries -0.30; number 3, F, carries -0.29; number 4, F, carries -0.31; number 5, F, carries -0.31; number 6, O, carries -0.30; number 7, O, carries -0.44; number 8, N, carries -0.12

***

No. 6
# C22H17Cl2N3O2Ta

C22H17Cl2N3O2Ta as an isolated structure in a non-equilibrium geometry (ωB97M-V with the def2-TZVPD basis set, OMol25).

The geometry in ORCA input format:
```
! wB97M-V def2-TZVPD RIJCOSX def2/J DEFGRID3
* xyz 1 1
Ta 0.24320 -0.12920 -0.18125
Cl 3.84226 2.73580 -1.23283
Cl 2.38783 -2.00119 0.79907
O -0.49007 0.05218 -1.95283
O -0.59450 -1.82917 0.28556
N 1.92460 0.54236 -0.37424
N -0.14256 0.24110 1.94717
N -0.55469 1.90764 0.01320
C -0.82213 2.68874 -0.97766
C 4.27479 1.20476 -0.55079
C -1.09812 1.76595 -5.07170
C 5.96638 -0.32988 0.19350
C -0.87530 2.35057 -2.37124
C -2.44005 -3.75609 3.43124
C -1.24391 3.08607 -4.64058
C -1.89585 -2.50715 3.61982
C -1.20101 -2.45373 1.29717
C -0.84764 0.73847 -4.18124
C -1.14096 3.37134 -3.29941
C -0.72526 1.03479 -2.83040
C -1.75450 -3.71304 1.10496
C -1.26690 -1.83580 2.55834
C -0.75280 -0.51577 2.79427
C -0.59532 2.50369 1.36449
C 3.67461 -0.90430 0.36596
C 3.26365 0.30956 -0.19767
C 0.19564 1.61756 2.31463
C 5.60973 0.89205 -0.35776
C 4.99399 -1.24993 0.56401
C -2.36656 -4.34913 2.16968
H -0.90921 -0.11875 3.79844
H -0.73451 -0.28462 -4.50997
H 1.26821 1.75933 2.18661
H -2.79712 -5.33024 2.01692
H -1.94951 -2.02768 4.58978
H -1.69353 -4.17097 0.12801
H -1.04472 3.73045 -0.74389
H -0.07982 1.83006 3.34889
H 5.25659 -2.20498 0.99496
H 6.36500 1.61046 -0.64349
H -2.92137 -4.27210 4.24921
H 7.01148 -0.56609 0.33669
H -1.63729 2.55108 1.68873
H -1.44009 3.87380 -5.35336
H -1.26101 4.38812 -2.94560
H -0.18895 3.51473 1.33961
H -1.18309 1.53704 -6.12603
*
```

The total energy comes out at -58250.008 eV. Its HOMO-LUMO gap is 7.306 eV. For the lowest unoccupied orbital energy, the calculation gives -3.67 eV. The calculation puts the energy relative to the best compared isomer or geometry (same formula, charge and spin) at 0.0 kJ/mol.

Here are the natural (NBO) charges for atoms 1 to 8, given in e: number 1, Ta, carries 2.25; number 2, Cl, carries 0.03; number 3, Cl, carries 0.05; number 4, O, carries -0.75; number 5, O, carries -0.79; number 6, N, carries -0.82; number 7, N, carries -0.57; number 8, N, carries -0.54

***

HOMO (computed, eV): -8.47; -8.01; -7.77; -9.67; -8.20; -10.98